The following is a quantum chemistry calculation of a molecular structure, C20H46OP4PrSe, from the OMol25 dataset.

Each line ends with the Mulliken charge.
Positions of all 73 atoms, in Å:
Pr  -0.208  0.942  0.620  -0.142
P  0.133  -1.609  2.007  0.747
P  2.665  0.859  0.440  1.028
P  -2.861  -0.037  0.118  0.966
H  0.985  0.335  -2.215  0.443
C  -0.029  0.731  -2.087  -0.481
C  -0.265  2.072  -1.908  -0.984
H  0.550  2.808  -1.910  0.366
C  0.437  -3.199  1.155  -1.214
C  1.489  -1.626  3.246  -1.226
C  -1.271  -2.070  3.100  -1.215
C  3.335  2.065  -0.768  -1.238
C  3.648  1.284  1.926  -1.223
C  3.492  -0.677  -0.113  -1.192
C  -3.759  0.923  -1.158  -1.194
C  -4.032  0.094  1.519  -1.147
C  -3.156  -1.750  -0.451  -1.179
H  -0.831  0.022  -2.327  0.660
H  -1.274  2.503  -1.972  0.366
H  0.525  -4.014  1.888  0.498
H  1.361  -3.134  0.565  0.377
H  -0.386  -3.414  0.461  0.299
H  1.419  -2.552  3.834  0.519
H  1.382  -0.760  3.914  0.346
H  2.472  -1.571  2.762  0.323
H  -0.967  -2.920  3.728  0.533
H  -2.159  -2.343  2.515  0.311
H  -1.525  -1.213  3.739  0.341
H  4.427  1.949  -0.813  0.442
H  3.081  3.089  -0.457  0.365
H  2.897  1.891  -1.760  0.384
H  4.698  0.995  1.765  0.459
H  3.250  0.755  2.806  0.289
H  3.586  2.366  2.118  0.400
H  4.540  -0.441  -0.348  0.498
H  2.995  -1.069  -1.012  0.309
H  3.446  -1.450  0.667  0.334
H  -4.755  0.481  -1.292  0.456
H  -3.204  0.902  -2.106  0.356
H  -3.853  1.972  -0.840  0.374
H  -5.021  -0.265  1.197  0.436
H  -4.106  1.145  1.839  0.349
H  -3.678  -0.499  2.376  0.300
H  -4.207  -1.841  -0.762  0.475
H  -2.939  -2.470  0.350  0.323
H  -2.500  -1.980  -1.303  0.336
C  0.595  -3.426  -4.364  0.290
C  0.671  -2.055  -4.664  0.394
C  0.640  -1.619  -5.988  -0.461
C  0.572  -2.547  -7.036  -0.540
C  0.536  -3.918  -6.747  -0.568
C  0.550  -4.359  -5.423  -0.532
Se  0.528  -4.034  -2.555  0.124
H  0.630  -2.648  -1.969  -0.161
H  0.740  -1.336  -3.847  -0.085
H  0.671  -0.548  -6.202  0.353
H  0.550  -2.200  -8.073  0.385
H  0.494  -4.646  -7.560  0.382
H  0.518  -5.427  -5.196  0.343
C  0.719  3.633  4.295  -1.088
P  -0.542  3.165  3.122  1.106
C  -2.129  3.693  3.746  -1.134
C  -0.206  4.026  1.573  -1.269
O  -0.524  1.654  2.822  -0.588
H  0.567  3.101  5.244  0.394
H  0.656  4.718  4.476  0.438
H  1.718  3.388  3.906  0.260
H  -2.094  4.773  3.959  0.434
H  -2.915  3.495  3.004  0.304
H  -2.368  3.150  4.670  0.389
H  0.802  3.785  1.186  0.315
H  -0.966  3.797  0.804  0.384
H  -0.238  5.105  1.763  0.556

Results
Expectation value of S²: 2.00
Multiplicity: 3
Total energy (hartree): -5147.8812
Orbital gap (alpha / beta) (Ha): 0.1484 / 0.1535
Maximum force (Eh/bohr): 0.04727
Charge: +3
LUMO energy (alpha / beta) (eV): -10.3 / -10.2